Run P
This record from the Open Molecules 2025 dataset describes a cluster of 2 separate species, C4H11NS in total. The level of theory is ωB97M-V/def2-TZVPD.

* E_LUMO: -0.35 eV

Structure (XYZ):
```
17
C4H11NS (ωB97M-V/def2-TZVPD)
C -1.472 0.258 -0.409
C 0.184 -0.030 -0.763
C 0.016 1.293 -0.381
S 0.519 -0.633 2.282
C 2.225 -0.969 1.867
N -2.118 0.285 -1.698
H -2.048 0.923 0.232
H -1.514 -0.713 0.111
H 0.139 -0.265 -1.819
H 0.508 -0.857 -0.137
H 0.310 1.520 0.643
H 0.206 2.068 -1.113
H 2.395 -1.688 1.051
H 2.766 -0.050 1.590
H 2.877 -1.373 2.653
H -2.038 -0.561 -2.240
H -2.956 0.792 -1.870
```


Run Q
This record from the Open Molecules 2025 dataset describes a cluster of 2 separate species, C4H11NS in total. The level of theory is ωB97M-V/def2-TZVPD.

* E_LUMO: 0.87 eV
* SMILES: C=NC.CSC

Structure (XYZ):
```
17
C4H11NS (ωB97M-V/def2-TZVPD)
C -2.066 1.335 0.810
N -1.371 1.816 1.752
C 0.082 1.849 1.678
H -3.102 1.096 1.040
H -1.689 1.487 -0.214
H 0.421 2.400 2.548
H 0.399 2.169 0.682
H 0.471 0.828 1.702
C -0.557 -1.531 -0.992
S 0.639 -0.334 -1.618
C 2.138 -1.348 -1.347
H -1.528 -1.062 -1.092
H -0.372 -1.669 0.073
H -0.564 -2.465 -1.548
H 1.853 -2.390 -1.479
H 3.007 -0.842 -1.742
H 2.238 -1.340 -0.254
```


Run R
This record from the Open Molecules 2025 dataset describes an isolated molecule of C4H11NS. The level of theory is ωB97M-V/def2-TZVPD.

* E_LUMO: 0.98 eV
* SMILES: CCNCCS

Structure (XYZ):
```
17
C4H11NS (ωB97M-V/def2-TZVPD)
C 0.334 1.122 2.436
C 0.892 0.087 1.531
N -0.163 0.012 0.382
C 0.338 -0.392 -0.927
C -0.935 -0.447 -1.816
S -1.096 -1.750 -3.328
H 1.154 1.595 3.060
H -0.576 0.996 3.017
H -0.080 1.912 1.665
H 1.855 0.470 1.033
H 1.249 -0.818 2.107
H -0.882 -0.666 0.760
H 1.095 0.243 -1.312
H 0.827 -1.414 -0.816
H -1.284 0.522 -2.318
H -1.799 -0.713 -1.235
H -0.928 -0.759 -4.238
```


Run S
This record from the Open Molecules 2025 dataset describes a cluster of 2 separate species, C4H11NS in total. The level of theory is ωB97M-V/def2-TZVPD.

* E_LUMO: 0.97 eV
* SMILES: C=NC.CSC

Structure (XYZ):
```
17
C4H11NS (ωB97M-V/def2-TZVPD)
C 0.607 -1.512 1.191
N -0.638 -1.208 1.426
C -0.916 -0.988 2.874
H 0.794 -1.932 0.212
H 1.332 -1.350 1.861
H -1.594 -1.659 3.407
H -1.598 -0.028 2.870
H -0.041 -0.630 3.502
C 0.349 2.083 -0.927
S 1.361 0.934 -1.812
C 0.190 0.070 -2.927
H 0.573 3.087 -1.222
H 0.502 1.980 0.133
H -0.637 1.779 -1.260
H 0.332 -1.112 -2.788
H -0.953 0.220 -2.546
H 0.337 0.264 -3.993
```


Relative energies with respect to the most stable structure, expressed in kcal/mol: run P 77.4; run Q 3.6; run R 0.0; run S 17.2.


Run P
This record from the Open Molecules 2025 dataset describes a cluster of 3 separate species, C8H16O2 in total. The level of theory is ωB97M-V/def2-TZVPD.

* E_LUMO: 0.49 eV

Structure (XYZ):
```
26
C8H16O2 (ωB97M-V/def2-TZVPD)
C 0.522 -0.775 -0.544
C -0.333 -0.202 0.400
C -0.090 1.583 -0.630
C 2.005 -0.714 -0.507
C -0.828 1.605 -1.941
C -0.666 2.503 0.424
C -0.141 -2.409 1.279
C 0.405 -2.347 2.494
O 0.004 -1.301 -1.652
O -1.699 -0.352 0.216
H -0.966 -1.311 -1.535
H -1.855 -1.156 0.762
H 0.057 0.132 1.351
H 0.979 1.751 -0.758
H -0.340 -3.408 0.875
H 2.380 -1.731 -0.370
H 2.353 -0.097 0.319
H 2.397 -0.334 -1.452
H -0.640 3.542 0.069
H -0.350 0.983 -2.699
H -0.836 2.624 -2.352
H -1.867 1.296 -1.811
H -0.101 2.471 1.357
H -1.708 2.254 0.637
H 0.680 -1.392 2.953
H 0.636 -3.216 3.114
```


Run Q
This record from the Open Molecules 2025 dataset describes an isolated molecule of C8H16O2. The level of theory is ωB97M-V/def2-TZVPD.

* E_LUMO: 0.90 eV
* SMILES: CCO[C@@H](CC=O)C(C)C

Structure (XYZ):
```
26
C8H16O2 (ωB97M-V/def2-TZVPD)
C -2.458 1.623 1.805
C -1.915 0.201 1.465
O -1.092 0.323 0.293
C 0.272 -0.202 0.256
C 0.436 -1.684 0.477
C 1.917 -2.066 0.652
O 2.548 -1.830 1.697
C 1.083 0.164 -1.133
C 0.522 -0.585 -2.329
C 0.996 1.653 -1.368
H -1.691 2.367 1.420
H -2.654 1.683 2.920
H -3.334 1.814 1.337
H -1.310 -0.211 2.310
H -2.757 -0.317 1.286
H 0.776 0.189 1.103
H 0.022 -1.910 1.427
H -0.082 -2.223 -0.265
H 2.332 -2.729 -0.035
H 2.159 0.037 -0.946
H 0.530 -1.688 -2.304
H 1.182 -0.323 -3.176
H -0.540 -0.294 -2.622
H 1.622 1.806 -2.163
H 1.395 2.160 -0.468
H 0.040 2.043 -1.636
```


Run R
This record from the Open Molecules 2025 dataset describes a cluster of 2 separate species, C8H16O2 in total. The level of theory is ωB97M-V/def2-TZVPD.

* E_LUMO: 0.79 eV
* SMILES: C=C(C(C)C)C(O)O.C=C

Structure (XYZ):
```
26
C8H16O2 (ωB97M-V/def2-TZVPD)
C 1.535 0.926 0.288
C 0.392 0.227 0.364
C 0.074 -0.941 -0.687
C 0.602 -0.614 -2.077
C 0.661 -2.261 -0.193
C -0.212 -0.034 1.740
O -0.426 1.205 2.370
O 0.584 -0.851 2.559
H 1.720 1.778 0.924
H 2.265 0.799 -0.489
H -1.015 -1.049 -0.735
H 0.281 0.368 -2.411
H 1.690 -0.631 -2.092
H 0.240 -1.355 -2.789
H 1.740 -2.173 -0.067
H 0.201 -2.575 0.741
H 0.463 -3.051 -0.917
H -1.156 -0.587 1.632
H -0.814 1.034 3.236
H 1.477 -0.483 2.576
C -1.143 2.047 -0.513
C -2.226 1.295 -0.781
H -1.040 2.569 0.428
H -0.576 2.470 -1.331
H -2.508 1.029 -1.788
H -2.811 0.857 0.013
```


Run S
This record from the Open Molecules 2025 dataset describes a cluster of 2 separate species, C8H16O2 in total. The level of theory is ωB97M-V/def2-TZVPD.

* E_LUMO: 0.86 eV
* SMILES: C=C(C)C(=C)O.CCOC

Structure (XYZ):
```
26
C8H16O2 (ωB97M-V/def2-TZVPD)
C 0.933 -2.181 -0.330
C 1.431 -0.953 -0.336
C 1.704 -0.247 -1.631
C 1.735 -0.217 0.903
C 2.390 0.947 0.942
O 1.344 -0.772 2.090
H 0.759 -2.754 0.569
H 0.728 -2.712 -1.246
H 2.757 0.005 -1.722
H 1.127 0.673 -1.692
H 1.428 -0.884 -2.466
H 2.587 1.419 1.887
H 2.787 1.417 0.065
H 0.604 -1.365 1.923
C -0.959 2.134 0.546
C -2.054 1.150 0.172
O -1.486 -0.131 0.002
C -2.420 -1.105 -0.371
H -1.375 3.137 0.629
H -0.507 1.852 1.496
H -0.180 2.131 -0.211
H -2.830 1.117 0.954
H -2.536 1.461 -0.769
H -3.193 -1.240 0.399
H -1.862 -2.029 -0.486
H -2.912 -0.855 -1.317
```


Relative energies with respect to the most stable structure, expressed in kcal/mol: run P 92.1; run Q 12.2; run R 15.4; run S 0.0.


Run P
This record from the Open Molecules 2025 dataset describes a cluster of 2 separate species, C4H12N2 in total. The level of theory is ωB97M-V/def2-TZVPD.

* charge: +1
* E_LUMO (alpha / beta): -4.52 / -8.61 eV
* 2S+1: 2

Structure (XYZ):
```
18
C4H12N2 (ωB97M-V/def2-TZVPD)
C -1.464 -0.749 1.648
C -0.533 -0.005 2.275
N -0.429 1.351 1.981
H -1.714 -1.750 1.961
H -1.898 -0.303 0.758
H -0.009 -0.353 3.160
H -0.744 2.066 2.635
H -0.073 1.527 1.045
C 1.344 0.770 -1.126
N 0.501 0.209 -2.192
C 0.220 -1.223 -1.929
H 1.260 1.846 -1.228
H 2.372 0.456 -1.252
H 1.144 0.495 -0.064
H -0.416 0.619 -2.042
H -0.645 -1.525 -1.320
H 0.014 -1.735 -2.871
H 1.070 -1.699 -1.439
```


Run Q
This record from the Open Molecules 2025 dataset describes a structure of composition C4H12N2. The level of theory is ωB97M-V/def2-TZVPD.

* charge: +1
* E_LUMO (alpha / beta): -5.33 / -8.07 eV
* 2S+1: 2

Structure (XYZ):
```
18
C4H12N2 (ωB97M-V/def2-TZVPD)
C -0.188 -1.458 0.623
N -1.325 -1.404 -0.301
C 1.107 -0.958 0.000
C 0.957 0.424 -0.685
C 0.494 1.538 0.212
N -1.353 1.378 0.290
H -0.461 -0.786 1.442
H 0.012 -2.461 0.984
H -2.197 -1.481 0.217
H -1.400 -0.454 -0.695
H 1.920 -0.786 0.713
H 1.443 -1.705 -0.715
H 1.924 0.647 -1.139
H 0.249 0.289 -1.509
H 0.636 1.346 1.267
H -0.695 2.043 -0.214
H -2.137 1.376 -0.389
H 1.014 2.453 -0.104
```


Relative energies with respect to the most stable structure, expressed in kcal/mol: run P 0.0; run Q 55.6.